a:
The following is a DFT calculation (ωB97M-V/def2-TZVPD) of a 2-piece molecular cluster, C11H18 overall.

Each line ends with the natural charge from an NBO analysis.
Positions of all 29 atoms, in Å:
C -1.92198 -2.48837 1.51899  -0.644
C 0.56270 0.14874 2.63555  -0.213
C -0.61630 -0.46382 2.36666  -0.209
C 1.71760 -0.23926 1.89886  -0.231
C -0.66265 -1.65929 1.51378  0.007
C 1.61662 -1.21221 0.92900  -0.191
C 0.53454 -1.99710 0.82189  -0.243
H 0.74404 0.71295 3.47759  0.213
H -1.52326 -0.20986 2.93736  0.208
H 2.62974 0.39238 1.85489  0.216
H 2.49118 -1.41300 0.13724  0.212
H -2.69544 -1.91192 2.15965  0.213
H -1.94465 -3.49173 2.03110  0.229
H 0.48058 -2.80682 0.11347  0.212
H -2.30178 -2.64681 0.50893  0.222
C -0.60755 1.85024 -2.59221  -0.214
C -0.73919 0.88854 -1.32998  -0.603
C 0.31333 2.97359 -2.17104  -0.607
C 0.27320 1.22142 -3.76287  -0.584
H -1.56770 2.10751 -2.74084  0.195
H -1.55774 0.22196 -1.41034  0.198
H 0.43076 3.03316 -1.16986  0.204
H 1.19960 2.89768 -2.75166  0.208
H -0.01596 3.93619 -2.62166  0.200
H 1.45187 1.18789 -3.31338  0.189
H 0.00949 0.15961 -3.91445  0.203
H -0.98334 1.60014 -0.58958  0.199
H 0.13219 0.27681 -1.07704  0.209
H 0.19852 1.81902 -4.60315  0.200

Results
- SMILES: Cc1ccccc1.CC(C)C
- HOMO-LUMO gap: 9.735 eV

=====

b:
The following is a DFT calculation (ωB97M-V/def2-TZVPD) of a 2-piece molecular cluster, C11H18 overall.

Each line ends with the natural charge from an NBO analysis.
Positions of all 29 atoms, in Å:
C 2.95466 -1.13091 0.63232  -0.621
C 0.70937 -1.81546 0.77467  -0.178
C 1.66666 -0.98846 1.30513  -0.097
C -0.68929 -1.70730 1.26580  -0.229
C -0.88297 -0.71988 2.11896  -0.204
C 1.37389 -0.26231 2.46825  -0.180
C 0.06270 -0.05398 2.87887  -0.229
H 0.78783 -2.60064 -0.13761  0.222
H -1.44925 -2.41989 1.07336  0.222
H 3.13203 -0.69120 -0.34362  0.228
H 3.08036 -2.17744 0.54525  0.220
H -2.03535 -0.42952 2.33702  0.197
H 2.22906 0.35085 3.04456  0.215
H -0.21761 0.63912 3.67916  0.228
H 3.93561 -0.83847 1.22861  0.207
C -1.08229 1.36224 -1.95130  -0.255
C -2.27613 2.36095 -2.11505  -0.617
C -1.38092 -0.03330 -2.45139  -0.648
C -0.00320 2.00902 -2.78443  -0.598
H -0.72057 1.34305 -0.82660  0.216
H -3.19524 1.65543 -2.23405  0.204
H -2.35158 -0.41512 -2.88623  0.220
H -0.78784 -0.57866 -3.28745  0.215
H -1.22985 -0.59791 -1.54138  0.224
H -0.35328 2.75331 -3.53581  0.202
H 0.75053 2.53954 -2.23348  0.211
H 0.58082 1.21683 -3.38206  0.200
H -2.20662 3.08422 -2.97263  0.204
H -2.66389 3.04277 -1.37808  0.219

Results
- SMILES: Cc1ccccc1.CC(C)C
- HOMO-LUMO gap: 10.055 eV

=====

Stability, lowest: b

=====

a:
The following is a DFT calculation (ωB97M-V/def2-TZVPD) of C11H18 as an isolated structure.

Each line ends with the natural charge from an NBO analysis.
Positions of all 29 atoms, in Å:
C -2.64265 0.71830 1.29349  -0.229
C -2.97052 1.36713 0.12335  -0.219
C -3.28989 0.81019 -1.13913  -0.202
C -3.28020 -0.67778 -1.16153  -0.219
C -3.05616 -1.32729 0.07006  -0.223
C -2.92330 -0.70135 1.28546  -0.217
C 2.07661 -0.00942 0.10192  -0.172
C 1.54555 1.36806 0.27856  -0.619
C 3.49881 0.02666 -0.39578  -0.620
C 1.28775 -0.56369 -1.15295  -0.617
C 1.91761 -0.84672 1.24450  -0.598
H -2.64186 0.99056 2.33636  0.233
H -2.70043 2.35242 0.11211  0.204
H -3.51430 1.47510 -1.93874  0.222
H -3.07940 -1.59358 -1.95620  0.238
H -2.83399 -2.49697 -0.14115  0.204
H -2.81634 -1.46222 1.92249  0.211
H 2.29345 1.77517 1.08931  0.204
H 1.48426 2.24271 -0.48299  0.228
H 0.52090 1.47896 0.46905  0.222
H 3.62459 -0.95316 -0.94614  0.215
H 3.77078 0.84632 -1.25650  0.217
H 4.42826 0.18960 0.26180  0.222
H 1.91154 -1.48394 -1.94025  0.215
H 1.34078 0.55188 -1.85998  0.217
H 0.10241 -0.94377 -0.76073  0.231
H 0.94176 -0.83691 1.73578  0.226
H 2.26208 -1.95433 0.95500  0.215
H 2.74192 -0.34196 1.85283  0.213

Results
- HOMO-LUMO gap: 9.983 eV

=====

b:
The following is a DFT calculation (ωB97M-V/def2-TZVPD) of a 2-piece molecular cluster, C11H18 overall.

Each line ends with the natural charge from an NBO analysis.
Positions of all 29 atoms, in Å:
C -2.72613 -2.49252 -0.22369  -0.383
C -2.72636 -1.47074 -1.58049  -0.644
C -1.57498 -3.28907 0.10310  -0.626
H -2.83522 -1.63671 0.54742  0.202
H -3.61735 -3.10277 -0.41447  0.199
H -3.57360 -1.86965 -2.17146  0.209
H -0.80120 -2.70278 0.68234  0.212
H -1.91273 -1.49257 -2.34559  0.198
H -2.77079 -0.43267 -1.00731  0.219
H -2.08254 -4.17396 0.63503  0.213
H -1.12014 -3.70255 -0.73121  0.202
C 2.51567 2.64488 0.90883  -0.405
C 1.59436 3.61426 1.85603  -0.597
C 1.66238 1.55922 0.33966  -0.027
C 1.62176 0.43154 1.07788  -0.231
C 1.22301 1.62683 -1.01413  -0.216
C 0.89200 -0.62511 0.48655  -0.185
C 0.80716 0.46739 -1.64706  -0.198
C 0.39332 -0.54893 -0.90649  -0.231
H 2.86479 3.31610 0.11358  0.208
H 3.33280 2.28986 1.49937  0.211
H 1.62425 4.67695 1.59959  0.203
H 2.15847 0.23518 2.10848  0.223
H 1.21516 2.49335 -1.56807  0.210
H 0.80427 -1.59968 1.15833  0.207
H 0.48087 0.27572 -2.72741  0.217
H 0.03458 -1.40968 -1.29263  0.206
H 1.91743 3.42120 2.79617  0.201
H 0.59877 3.49693 1.71766  0.204

Results
- SMILES: CCc1ccccc1.CCC
- HOMO-LUMO gap: 9.600 eV

=====

Stability, lowest: a

=====

a:
The following is a DFT calculation (ωB97M-V/def2-TZVPD) of a 2-piece molecular cluster, C11H18 overall.

Each line ends with the natural charge from an NBO analysis.
Positions of all 29 atoms, in Å:
C 0.39752 -2.69826 -0.14816  -0.634
C 1.14395 0.57136 -1.89437  -0.198
C 0.59917 -0.65429 -1.56665  -0.232
C 2.14856 1.12158 -1.09906  -0.227
C 1.11094 -1.41079 -0.51181  0.005
C 2.70615 0.34401 -0.10795  -0.197
C 2.17924 -0.91245 0.22234  -0.233
H 0.79133 1.14279 -2.74341  0.213
H -0.20992 -1.06072 -2.15546  0.208
H 2.47560 2.14674 -1.21295  0.216
H 3.66367 0.58004 0.34584  0.212
H -0.39661 -2.51345 0.57947  0.222
H 1.11979 -3.37685 0.30358  0.217
H 2.40753 -1.37284 1.18319  0.213
H -0.02970 -3.07588 -1.07103  0.215
C -2.35995 0.97437 1.34008  -0.212
C -1.27358 0.10079 1.96125  -0.611
C -1.67525 2.17326 0.63735  -0.607
C -3.16602 0.17950 0.29008  -0.611
H -2.97860 1.37755 2.14311  0.190
H -0.76818 0.61767 2.77994  0.205
H -0.47627 -0.11589 1.24718  0.211
H -1.32323 1.87179 -0.34046  0.208
H -2.34919 3.03292 0.63602  0.206
H -0.86438 2.50326 1.28838  0.202
H -3.99548 -0.33141 0.77875  0.208
H -3.46838 0.77422 -0.56511  0.209
H -2.50982 -0.61793 -0.05349  0.201
H -1.73069 -0.79364 2.38070  0.201

Results
- SMILES: Cc1ccccc1.CC(C)C
- HOMO-LUMO gap: 10.115 eV

=====

b:
The following is a DFT calculation (ωB97M-V/def2-TZVPD) of a 2-piece molecular cluster, C11H18 overall.

Each line ends with the natural charge from an NBO analysis.
Positions of all 29 atoms, in Å:
C 0.29158 -0.15254 -1.50684  -0.424
C 1.12109 -0.26584 -2.76082  -0.597
C 0.42795 1.23846 -0.93451  0.001
C 1.65442 1.43713 -0.29388  -0.223
C -0.39652 2.31808 -1.17016  -0.233
C 2.07874 2.68598 0.19943  -0.205
C 0.13012 3.57764 -0.89234  -0.188
C 1.28528 3.79715 -0.11269  -0.232
H -0.73220 -0.41013 -1.75994  0.208
H 0.58983 -0.86820 -0.74914  0.206
H 2.10713 0.12174 -2.56857  0.206
H 2.15023 0.51088 -0.06517  0.204
H -1.36625 2.44721 -1.63671  0.221
H 2.84844 2.61679 0.91661  0.215
H -0.38323 4.39282 -1.37347  0.203
H 1.50171 4.82628 0.12569  0.216
H 0.78830 0.34624 -3.59620  0.212
H 1.24411 -1.32312 -3.01461  0.209
C -1.35930 -1.88734 2.22168  -0.416
C -2.17507 -2.19361 0.93474  -0.611
C -0.67009 -3.13880 2.76692  -0.619
H -0.61001 -1.16261 1.96268  0.207
H -2.08352 -1.58274 2.99570  0.209
H -3.26247 -2.25440 1.05230  0.207
H -0.82846 -3.43473 3.80203  0.212
H -0.86927 -3.99408 2.08360  0.201
H 0.44315 -3.14347 2.67639  0.204
H -1.96032 -1.36319 0.25926  0.206
H -1.96540 -3.14159 0.43799  0.201

Results
- SMILES: CCc1ccccc1.CCC
- HOMO-LUMO gap: 9.872 eV

=====

Stability, lowest: b

=====

a:
The following is a DFT calculation (ωB97M-V/def2-TZVPD) of one molecule with the formula C7H9N.

Each line ends with the natural charge from an NBO analysis.
Positions of all 17 atoms, in Å:
C 0.25519 -1.76716 -0.36903  -0.579
C -0.08924 -0.35412 -0.14493  -0.283
C 0.05765 -0.08300 1.32017  -0.144
C -0.90452 0.64570 2.11973  -0.400
C 1.02491 0.73393 -0.65833  -0.146
C 0.75886 1.58577 -1.66405  -0.398
C -1.40726 0.01795 -0.81029  0.289
H 0.48096 -2.01030 -1.39705  0.236
H 1.05773 -1.83677 0.58012  0.212
H -0.66138 -2.42223 -0.04799  0.233
H 1.12628 -0.67841 1.63752  0.214
H -1.85404 0.71283 1.65147  0.212
H -0.71521 0.97755 3.13840  0.218
H 2.06519 0.74757 -0.17568  0.220
H 1.47824 2.32388 -1.72342  0.205
H -0.17391 1.63528 -2.16872  0.214
N -2.49944 -0.22847 -1.28791  -0.304

Results
- SMILES: C=CC(C)(C#N)C=C
- HOMO-LUMO gap: 10.200 eV

=====

b:
The following is a DFT calculation (ωB97M-V/def2-TZVPD) of one molecule with the formula C7H9N.

Each line ends with the natural charge from an NBO analysis.
Positions of all 17 atoms, in Å:
C 0.52401 -1.79693 2.29381  -0.419
N -0.40205 -0.68734 1.71129  -0.585
C -0.22117 -0.30145 0.40656  0.164
C 1.08894 0.08313 -0.16240  -0.257
C 1.20306 0.74523 -1.32569  -0.190
C 0.10377 1.45064 -2.02571  -0.266
C -1.12509 1.05509 -1.43719  -0.165
C -1.25469 0.08731 -0.29044  -0.278
H 0.28384 -1.86680 3.39511  0.205
H 1.49512 -1.38564 2.13407  0.204
H 0.25575 -2.69844 1.74142  0.192
H -1.26317 -0.90587 2.02362  0.362
H 2.02222 -0.22638 0.39370  0.207
H 2.11194 0.68106 -1.81735  0.201
H 0.25327 1.98461 -2.92843  0.223
H -2.07662 1.51696 -1.74378  0.204
H -2.18095 -0.22626 0.06890  0.197

Results
- SMILES: CNc1ccccc1
- HOMO-LUMO gap: 9.003 eV

=====

Stability, lowest: a